[1]
Computed, not measured: C21H38AsF6N4O6S2W as an isolated structure, with ωB97M-V with the def2-TZVPD basis set.

Results
Strongest force on any atom in eV/Å: 1.0
Gap between HOMO and LUMO in eV: 7.80
HOMO energy in eV: -17.72
Total charge: +3
DFT total energy in eV: -141252.3815

CARTESIAN COORDINATES (ANGSTROEM)
W (0.1387, -1.2350, -0.3467)
F (4.3989, -1.1464, 1.5725)
C (4.0935, 0.1363, 1.5401)
F (5.1567, 0.8783, 1.3988)
F (3.4144, 0.4753, 2.6270)
S (2.9450, 0.4592, 0.1172)
O (1.7497, -0.4533, 0.5033)
O (2.5448, 1.8218, 0.1527)
N (3.6489, -0.1285, -1.1083)
S (2.7636, -0.2575, -2.4435)
O (2.4097, 0.9713, -3.0616)
O (1.6551, -1.1850, -2.1276)
C (3.9154, -1.2377, -3.5281)
F (5.0331, -0.5712, -3.6579)
F (4.1233, -2.4097, -2.9484)
F (3.3037, -1.3923, -4.6808)
O (-0.6737, -3.6688, -3.2574)
C (-0.2699, -3.3660, -2.2043)
O (-0.8574, -2.2859, -1.4417)
C (0.9209, -3.8688, -1.4586)
C (1.6638, -4.9148, -1.9470)
C (2.7972, -5.2874, -1.2270)
C (3.1147, -4.5972, -0.0698)
C (2.3128, -3.5419, 0.3423)
N (1.2253, -3.1805, -0.3409)
H (1.3565, -5.4198, -2.8530)
H (3.4191, -6.1038, -1.5695)
H (3.9794, -4.8658, 0.5209)
H (2.5328, -2.9856, 1.2431)
N (-0.8941, 4.9404, 4.6170)
C (-0.0317, 4.0174, 3.7811)
C (-0.8822, 3.1082, 2.8886)
N (-0.0932, 2.2441, 2.0192)
H (-0.3260, 5.6400, 5.1032)
H (-1.4192, 4.4291, 5.3310)
H (-1.5724, 5.4478, 4.0423)
H (0.5773, 3.4464, 4.4800)
H (0.6213, 4.6570, 3.1892)
H (-1.5362, 3.7254, 2.2650)
H (-1.5302, 2.4824, 3.5064)
H (0.4219, 1.5640, 2.5679)
H (0.5897, 2.7724, 1.4877)
C (0.2609, 3.7474, -0.9264)
C (-0.1857, 2.7415, -1.9698)
As (-0.8966, 0.9937, -1.4327)
C (-2.6518, 1.3487, -0.6415)
C (-3.3165, 2.6560, -1.0559)
C (-1.3260, 0.2167, -3.1908)
C (-1.8420, 1.1863, -4.2472)
H (0.4490, 4.6964, -1.4301)
H (1.1858, 3.4513, -0.4397)
H (-0.5135, 3.9246, -0.1792)
H (0.5940, 2.5307, -2.6999)
H (-1.0557, 3.1222, -2.5078)
H (-2.5083, 1.3041, 0.4389)
H (-3.2632, 0.4907, -0.9263)
H (-2.7282, 3.5259, -0.7651)
H (-4.2880, 2.7368, -0.5684)
H (-3.4942, 2.7117, -2.1288)
H (-2.0617, -0.5616, -2.9814)
H (-0.4199, -0.2805, -3.5410)
H (-2.7588, 1.6881, -3.9397)
H (-2.0734, 0.6246, -5.1521)
H (-1.1016, 1.9375, -4.5171)
C (-1.6644, -3.6254, 1.8790)
C (-2.0131, -2.1239, 1.8152)
C (-2.3296, -1.6124, 3.2248)
C (-3.2213, -1.9061, 0.9016)
C (-0.7570, -1.4324, 1.3172)
H (-2.5281, -4.1649, 2.2684)
H (-0.8220, -3.8195, 2.5452)
H (-1.4370, -4.0257, 0.8897)
H (-3.2366, -2.0891, 3.5961)
H (-2.5015, -0.5335, 3.2201)
H (-1.5207, -1.8405, 3.9215)
H (-4.0428, -2.5373, 1.2403)
H (-3.0130, -2.1735, -0.1344)
H (-3.5613, -0.8720, 0.9424)
H (-0.0976, -1.1503, 2.1511)

***

[2]
Computed, not measured: a 9-piece molecular cluster, C21H38Cl24N2OP overall at a distorted geometry, with ωB97M-V with the def2-TZVPD basis set.

Results
Strongest force on any atom in eV/Å: 3.2
Gap between HOMO and LUMO in eV: 8.30
HOMO energy in eV: -10.91
Total charge: +1
DFT total energy in eV: -337234.0900

CARTESIAN COORDINATES (ANGSTROEM)
C (-0.3938, -0.5587, 5.5840)
C (-1.1131, -0.8224, 4.0973)
C (-0.0834, -0.6129, 2.8398)
C (1.1005, -1.7806, 3.0227)
C (-0.7685, -0.6790, 1.3536)
C (-2.3511, -0.1537, 1.3202)
N (-2.4279, 1.3475, 1.6702)
C (-2.0082, 2.0760, 0.3891)
C (-0.3689, 1.8084, 0.2531)
C (0.0099, 0.1930, 0.1938)
C (1.6455, 0.1009, 0.2455)
C (2.4082, 0.8699, -1.0086)
C (4.0190, 0.9685, -0.5914)
O (4.1319, 2.1609, 0.2986)
C (4.6896, 1.7710, 1.6183)
P (-0.5083, -0.5644, -1.5287)
N (-0.3510, 0.5456, -2.7218)
H (0.5010, 0.1882, 5.4788)
H (-0.0027, -1.6105, 5.9397)
H (-1.2076, -0.2174, 6.3792)
H (-1.5038, -1.9470, 4.0448)
H (-2.0486, -0.0901, 4.0902)
H (0.3784, 0.4796, 2.9566)
H (1.0252, -2.5651, 2.1278)
H (0.9757, -2.4060, 4.0058)
H (2.1199, -1.2080, 2.9344)
H (-0.8250, -1.8183, 1.0121)
H (-2.8565, -0.3094, 0.2590)
H (-3.0395, -0.7545, 2.0810)
H (-1.7876, 1.5671, 2.4891)
H (-3.4013, 1.6606, 1.8790)
H (-2.5824, 1.6911, -0.5698)
H (-2.1973, 3.2408, 0.4334)
H (0.0926, 2.2157, 1.2703)
H (-0.0257, 2.4087, -0.6913)
H (2.0266, 0.4216, 1.3045)
H (1.9297, -1.0514, 0.1211)
H (2.0583, 1.9770, -1.1701)
H (2.3437, 0.2286, -2.0134)
H (4.4169, 0.0089, -0.0502)
H (4.6788, 1.1094, -1.5628)
H (5.5881, 1.0014, 1.5168)
H (3.8524, 1.3786, 2.3563)
H (5.1697, 2.7600, 2.0707)
H (-1.8743, -1.0211, -1.5464)
H (0.3184, -1.7285, -1.8417)
H (-1.3214, 0.6468, -3.1456)
C (-5.9321, 1.7388, -0.6709)
Cl (-6.4710, 0.6218, 0.5946)
Cl (-5.2534, 3.2102, 0.0458)
Cl (-4.7441, 0.9559, -1.7269)
H (-6.7988, 2.0183, -1.2754)
C (5.0813, 3.7070, -3.3562)
Cl (3.3861, 3.7094, -2.8406)
Cl (6.1472, 3.3441, -1.9881)
Cl (5.3313, 2.5404, -4.6662)
H (5.3288, 4.7035, -3.7307)
C (2.7361, 7.9097, -2.4697)
Cl (2.1973, 6.7927, -1.2042)
Cl (3.4149, 9.3811, -1.7531)
Cl (3.9242, 7.1268, -3.5258)
H (1.8695, 8.1892, -3.0742)
C (-6.9707, -2.4080, -1.4724)
Cl (-5.9422, -3.7882, -1.0523)
Cl (-7.3089, -2.3906, -3.2116)
Cl (-8.4801, -2.4521, -0.5454)
H (-6.4362, -1.4896, -1.2164)
C (2.2307, -5.3951, 4.0393)
Cl (1.5588, -5.3831, 2.3998)
Cl (3.7036, -4.4131, 4.1152)
Cl (1.0326, -4.8112, 5.2068)
H (2.4898, -6.4250, 4.2977)
C (7.4388, -0.1556, -6.9364)
Cl (5.7436, -0.1531, -6.4208)
Cl (8.5047, -0.5184, -5.5683)
Cl (7.6887, -1.3222, -8.2464)
H (7.6863, 0.8410, -7.3109)
C (-5.8510, -2.0586, -6.8014)
Cl (-5.3445, -0.6699, -5.8245)
Cl (-4.7806, -3.4419, -6.5186)
Cl (-7.5323, -2.4897, -6.4449)
H (-5.7831, -1.7807, -7.8563)
C (-2.8914, -5.7343, 5.6128)
Cl (-1.6721, -6.0885, 4.3770)
Cl (-2.2188, -4.6769, 6.8654)
Cl (-4.3247, -4.9954, 4.8786)
H (-3.1908, -6.6755, 6.0810)

***

[3]
Computed, not measured: a 10-piece molecular cluster, C21H38N8O18S2 overall at a distorted geometry, with ωB97M-V with the def2-TZVPD basis set.

Results
SMILES string: C[N+](=O)[O-].C[N+](=O)[O-].C[N+](=O)[O-].C[N+](=O)[O-].C[N+](=O)[O-].O=S1(=O)OCCO1.O=S1(=O)OCCO1.c1cc[nH]c1.c1cc[nH]c1.c1cc[nH]c1
Strongest force on any atom in eV/Å: 2.5
Gap between HOMO and LUMO in eV: 7.43
HOMO energy in eV: -7.84
DFT total energy in eV: -92822.0212

CARTESIAN COORDINATES (ANGSTROEM)
C (1.7608, 3.2801, 0.2604)
N (3.1917, 3.6964, 0.2044)
O (3.7189, 3.6611, -0.8901)
O (3.7414, 4.0698, 1.2107)
H (1.2614, 3.6463, -0.6321)
H (1.3750, 3.7148, 1.1755)
H (1.7136, 2.1954, 0.2229)
C (-0.0917, -0.5001, -0.1629)
N (-0.4638, 0.0959, 1.1869)
O (-1.0811, 1.1209, 1.1195)
O (-0.3369, -0.5501, 2.1859)
H (0.9312, -0.8450, -0.0363)
H (-0.1136, 0.3846, -0.7869)
H (-0.8068, -1.2976, -0.3319)
C (-3.4320, 1.0353, 3.3982)
N (-3.4442, -0.3228, 3.9993)
O (-3.8074, -1.2614, 3.3150)
O (-2.9952, -0.4310, 5.1150)
H (-3.9458, 1.7873, 3.9840)
H (-3.8293, 0.9833, 2.3863)
H (-2.3878, 1.2928, 3.2262)
C (2.7981, -1.3969, -3.0145)
N (3.0334, -0.0280, -2.4631)
O (2.7414, 0.0554, -1.2747)
O (3.5159, 0.8530, -3.1319)
H (2.4233, -2.0453, -2.2343)
H (3.8075, -1.7292, -3.2653)
H (2.1710, -1.4607, -3.8992)
C (1.5436, 2.8607, -4.7213)
N (0.7171, 2.0151, -3.8385)
O (0.3364, 0.9487, -4.2655)
O (0.2734, 2.5322, -2.8312)
H (0.8889, 3.5940, -5.1808)
H (2.1603, 2.2615, -5.3787)
H (2.2105, 3.3986, -4.0464)
O (2.3101, -2.4014, 2.1223)
S (1.8245, -3.7314, 2.3353)
O (2.1811, -4.7535, 1.4151)
O (2.2374, -4.2079, 3.8617)
C (1.1396, -4.1515, 4.7280)
C (0.0765, -3.2939, 4.0218)
O (0.2311, -3.7063, 2.6534)
H (0.7846, -5.1656, 4.9400)
H (1.4295, -3.7131, 5.6864)
H (0.2650, -2.2189, 3.9799)
H (-0.8987, -3.5268, 4.4385)
O (0.3046, -3.8184, -4.4123)
S (-0.3101, -3.1567, -3.3010)
O (-0.6789, -1.7862, -3.4840)
O (-1.6016, -3.9926, -2.7792)
C (-1.1872, -4.8864, -1.7583)
C (-0.0974, -4.1692, -0.9738)
O (0.5783, -3.3639, -1.9171)
H (-1.9334, -5.4614, -1.2122)
H (-0.7041, -5.7552, -2.2311)
H (0.5620, -4.9316, -0.5600)
H (-0.4587, -3.5902, -0.1215)
C (-3.7391, -0.8319, -0.2789)
C (-3.3569, 0.3805, -0.9212)
C (-2.7728, 0.1296, -2.1236)
N (-2.9234, -1.2309, -2.3372)
C (-3.4612, -1.8043, -1.2266)
H (-4.1982, -0.9726, 0.6838)
H (-3.4474, 1.3734, -0.5037)
H (-2.2168, 0.7878, -2.7666)
H (-2.3993, -1.7450, -3.0253)
H (-3.6494, -2.8583, -1.0927)
C (-3.5016, 5.0933, -0.3810)
C (-4.0548, 5.0488, -1.6612)
C (-3.4317, 4.0766, -2.4178)
N (-2.4358, 3.5592, -1.5970)
C (-2.5879, 4.0564, -0.3404)
H (-3.8189, 5.8403, 0.3261)
H (-4.7682, 5.7333, -2.0990)
H (-3.4796, 3.8251, -3.4617)
H (-1.8763, 2.7874, -1.9149)
H (-1.9223, 3.7695, 0.4588)
C (4.3700, 1.8346, 3.6643)
C (3.0175, 1.5011, 3.6382)
C (2.8206, 0.6329, 2.5756)
N (4.0494, 0.3917, 2.0282)
C (5.0196, 1.1137, 2.6849)
H (4.8499, 2.5219, 4.3424)
H (2.2439, 1.7983, 4.3268)
H (1.9154, 0.2994, 2.1041)
H (4.1666, -0.0431, 1.1311)
H (5.9548, 1.0980, 2.1477)